A structure of composition C28H78AsF6O11, computed with wB97M-V/def2-TZVPD.

Geometry (Å):
1 As 0.108 0.569 -0.057
2 F 1.731 0.212 0.429
3 F 0.243 2.165 0.604
4 F -1.508 0.916 -0.544
5 F -0.079 -1.022 -0.710
6 F -0.418 -0.061 1.476
7 F 0.751 1.149 -1.540
8 C 0.386 0.665 6.061
9 C 0.605 0.888 4.579
10 O 0.838 -0.352 3.953
11 H -0.478 0.021 6.227
12 H 0.300 1.617 6.585
13 H 1.240 0.125 6.485
14 H 1.448 1.577 4.428
15 H -0.291 1.369 4.167
16 H 0.585 -0.273 3.026
17 C 3.813 -3.961 1.638
18 C 3.281 -2.548 1.547
19 O 2.839 -2.316 0.216
20 H 2.987 -4.668 1.741
21 H 4.440 -4.084 2.524
22 H 4.377 -4.224 0.743
23 H 4.053 -1.819 1.822
24 H 2.433 -2.443 2.237
25 H 2.586 -1.387 0.201
26 C -1.571 5.372 -2.477
27 C -1.033 4.186 -1.720
28 O -0.475 4.677 -0.493
29 H -2.232 5.980 -1.855
30 H -2.176 5.075 -3.337
31 H -0.739 5.991 -2.813
32 H -0.241 3.699 -2.300
33 H -1.797 3.443 -1.477
34 H -0.314 3.908 0.065
35 C 3.535 3.463 -2.743
36 C 3.083 4.895 -2.900
37 O 3.898 5.616 -3.813
38 H 3.495 2.937 -3.703
39 H 2.883 2.874 -2.095
40 H 4.543 3.457 -2.331
41 H 3.152 5.418 -1.945
42 H 2.020 4.944 -3.168
43 H 3.836 5.190 -4.673
44 C 4.805 -0.032 -1.672
45 C 5.987 -0.191 -0.758
46 O 6.930 -1.054 -1.398
47 H 4.001 0.591 -1.280
48 H 4.370 -0.992 -1.958
49 H 5.104 0.404 -2.633
50 H 5.655 -0.676 0.169
51 H 6.441 0.778 -0.533
52 H 7.761 -1.001 -0.919
53 C 0.722 -0.852 -4.071
54 C -0.581 -0.612 -4.816
55 C -0.814 0.878 -5.053
56 O -0.549 -1.338 -6.043
57 H 0.531 -0.941 -3.005
58 H 1.375 0.026 -4.113
59 H 1.260 -1.715 -4.453
60 H -1.416 -0.951 -4.186
61 H -0.805 1.398 -4.091
62 H -1.788 1.075 -5.511
63 H -0.020 1.288 -5.680
64 H -1.405 -1.246 -6.472
65 C 3.733 3.014 0.759
66 C 3.705 2.818 2.254
67 C 3.720 1.363 2.677
68 O 4.862 3.502 2.777
69 H 3.622 4.073 0.519
70 H 2.884 2.538 0.270
71 H 4.684 2.625 0.391
72 H 2.804 3.281 2.681
73 H 3.799 1.259 3.764
74 H 4.570 0.836 2.238
75 H 2.786 0.878 2.399
76 H 4.814 3.432 3.735
77 C -1.930 -3.038 2.617
78 C -2.930 -2.986 3.766
79 C -3.963 -1.906 3.556
80 O -3.594 -4.264 3.902
81 H -0.982 -3.501 2.886
82 H -1.651 -2.025 2.306
83 H -2.364 -3.540 1.748
84 H -2.381 -2.867 4.700
85 H -3.479 -0.936 3.439
86 H -4.660 -1.831 4.392
87 H -4.550 -2.110 2.657
88 H -3.850 -4.531 3.014
89 C -3.707 -1.589 -1.458
90 C -4.540 -2.325 -0.422
91 C -5.825 -1.580 -0.113
92 O -4.849 -3.644 -0.899
93 H -2.779 -2.106 -1.703
94 H -3.436 -0.594 -1.095
95 H -4.238 -1.449 -2.406
96 H -3.976 -2.431 0.503
97 H -6.381 -2.079 0.684
98 H -6.454 -1.436 -0.993
99 H -5.599 -0.596 0.311
100 H -5.415 -3.542 -1.670
101 C -2.817 1.754 2.354
102 C -4.234 2.192 2.123
103 C -4.580 2.243 0.658
104 O -5.145 1.233 2.717
105 H -2.137 2.262 1.666
106 H -2.691 0.693 2.138
107 H -2.471 1.925 3.376
108 H -4.447 3.172 2.567
109 H -3.905 2.929 0.138
110 H -5.598 2.573 0.458
111 H -4.440 1.258 0.209
112 H -4.956 1.237 3.661
113 C -1.681 -5.147 -1.143
114 C -0.301 -4.835 -1.693
115 C -0.355 -4.012 -2.967
116 O 0.489 -4.166 -0.716
117 H -2.251 -5.795 -1.815
118 H -2.280 -4.254 -0.960
119 H -1.584 -5.684 -0.196
120 H 0.230 -5.768 -1.894
121 H -1.061 -4.404 -3.705
122 H 0.627 -3.921 -3.431
123 H -0.680 -2.985 -2.769
124 H 0.114 -3.292 -0.548

Values from the calculation:
E   -4776.425841 hartree
Energy above the lowest of the compared OMol25 structures with the same formula, charge and spin   0.0 kJ/mol
HOMO level   -7.268 eV
Orbital gap   9.658 eV
Total charge   -1

=====

The molecule C7H8N4O, computed with wB97M-V/def2-TZVPD.

Geometry (Å):
1 O -0.848 2.081 1.622
2 N 1.365 -2.444 2.958
3 N 0.025 -0.671 -1.146
4 C -0.606 1.290 0.737
5 C 0.658 -1.847 2.089
6 C -0.194 0.590 -1.586
7 C 0.383 -2.138 0.743
8 C -0.004 -1.016 0.146
9 N 0.255 -0.610 2.337
10 N -0.162 -0.014 1.087
11 C -0.222 0.892 -3.048
12 C -0.751 1.714 -0.750
13 H 1.257 -2.108 3.913
14 H 0.798 -3.047 0.305
15 H 0.854 0.001 2.807
16 H -1.162 1.417 -3.320
17 H 0.599 1.506 -3.350
18 H -0.150 0.004 -3.704
19 H -0.217 2.648 -0.997
20 H -1.875 1.753 -0.844

Values from the calculation:
E   -565.723153 hartree
Energy above the lowest of the compared OMol25 structures with the same formula, charge and spin   266.7 kJ/mol
HOMO level   -8.201 eV
Orbital gap   7.531 eV
SMILES   [H]/N=c1/cc2n([nH]1)C(=O)CC(C)=N2

=====

The molecule C3H4O2S2, computed with wB97M-V/def2-TZVPD.

Geometry (Å):
1 C 1.947 -0.714 0.623
2 C 2.998 0.002 0.368
3 C -0.526 0.188 -0.294
4 O 3.927 0.628 0.077
5 O -1.077 -0.112 0.927
6 S 0.850 -0.981 -0.745
7 S 0.045 1.922 -0.177
8 H 1.692 -1.143 1.573
9 H -1.232 0.107 -1.130
10 H 0.503 1.974 -1.427
11 H -1.542 -0.956 0.891

Values from the calculation:
E   -1063.519537 hartree
Energy above the lowest of the compared OMol25 structures with the same formula, charge and spin   117.0 kJ/mol
HOMO level   -9.010 eV
Orbital gap   9.371 eV
SMILES   O=C=CS[C@@H](O)S

=====

A structure of composition C5H6N, computed with wB97M-V/def2-TZVPD.

Geometry (Å):
1 C 0.028 -3.045 0.144
2 C 0.047 -1.940 -0.376
3 C -1.385 0.221 -0.860
4 C -0.239 -0.709 -1.035
5 C 0.433 1.136 0.743
6 N -0.338 0.470 -0.234
7 H 0.219 -3.941 0.657
8 H -2.427 0.618 -1.066
9 H 0.448 -0.406 -2.234
10 H 1.106 1.722 0.244
11 H 0.893 0.472 1.566
12 H -0.179 1.985 1.163

Values from the calculation:
E   -248.391812 hartree
Energy above the lowest of the compared OMol25 structures with the same formula, charge and spin   587.8 kJ/mol
HOMO level   -14.836 eV
Orbital gap   9.626 eV
Total charge   +1

=====

A cluster of 2 separate species, C2H4IN3 in total, computed with wB97M-V/def2-TZVPD.

Geometry (Å):
1 C 0.629 1.047 0.413
2 C -0.620 1.411 0.317
3 N -1.318 -1.335 -1.361
4 N -0.301 -1.679 -1.060
5 N 0.599 -2.342 -0.740
6 I -1.819 1.193 2.216
7 H 1.412 1.410 -0.356
8 H 1.028 0.320 1.020
9 H -0.938 2.163 -0.334
10 H 1.330 -2.188 -0.114

Values from the calculation:
E   -540.428356 hartree
Energy above the lowest of the compared OMol25 structures with the same formula, charge and spin   161.7 kJ/mol
HOMO level   -9.393 eV
Orbital gap   9.337 eV

=====

A structure of composition C3H4O2Pt, computed with wB97M-V/def2-TZVPD.

Geometry (Å):
1 O 1.951 0.368 0.028
2 Pt 0.291 0.860 -0.089
3 O 4.209 0.116 0.017
4 C 3.073 0.044 -0.110
5 C -1.277 -0.774 0.277
6 C -1.861 0.332 -0.229
7 H -0.935 -1.583 -0.375
8 H -1.168 -0.911 1.357
9 H -2.027 0.435 -1.305
10 H -2.256 1.114 0.429

Values from the calculation:
E   -385.560706 hartree
Energy above the lowest of the compared OMol25 structures with the same formula, charge and spin   0.0 kJ/mol
HOMO level (alpha / beta)   -21.766 / -22.401 eV
Orbital gap (alpha / beta)   10.924 / 8.098 eV
Total charge   +2
Multiplicity   3

=====

The molecule C2H6FPS, computed with wB97M-V/def2-TZVPD.

Geometry (Å):
1 C 0.573 0.951 1.154
2 C 0.330 0.068 -1.518
3 F 0.433 -1.529 0.583
4 P 1.231 -0.217 -0.012
5 S 3.336 -0.472 -0.113
6 H -0.504 1.018 0.876
7 H 0.799 0.824 2.180
8 H 0.839 2.024 0.979
9 H 0.877 0.276 -2.389
10 H -0.380 -0.731 -1.732
11 H -0.190 1.025 -1.279

Values from the calculation:
E   -919.245169 hartree
Energy above the lowest of the compared OMol25 structures with the same formula, charge and spin   4.5 kJ/mol
HOMO level   -8.671 eV
Orbital gap   9.263 eV
SMILES   CP(C)(F)=S

=====

The ion C4H9BrNO with charge +1, computed with wB97M-V/def2-TZVPD.

Geometry (Å):
1 C -0.806 0.214 1.882
2 C -0.177 -1.673 0.012
3 C 0.958 1.243 -1.418
4 C 0.180 -0.347 0.480
5 N -0.111 0.639 -0.533
6 O -1.170 1.323 1.815
7 Br -1.418 -1.041 3.052
8 H -0.897 -1.546 -0.823
9 H 0.705 -2.301 -0.244
10 H -0.504 -2.231 0.844
11 H 1.823 1.354 -0.903
12 H 1.069 0.678 -2.342
13 H 0.611 2.223 -1.629
14 H 1.253 -0.268 0.882
15 H -0.602 1.372 -0.024
16 H -0.913 0.361 -1.051

Values from the calculation:
E   -2861.517248 hartree
Energy above the lowest of the compared OMol25 structures with the same formula, charge and spin   55.1 kJ/mol
HOMO level   -14.682 eV
Orbital gap   11.137 eV
Total charge   +1
SMILES   C[NH2+][C@H](C)C(=O)Br

=====

A structure of composition C22H26AuClN7OS, computed with wB97M-V/def2-TZVPD.

Geometry (Å):
1 Au -0.723 -0.254 0.096
2 C 1.679 1.131 5.329
3 C 1.620 -0.241 4.679
4 N 2.167 -0.243 3.332
5 C 1.516 -0.183 2.159
6 S -0.277 -0.210 2.299
7 N 2.290 -0.100 1.088
8 N 1.568 -0.085 -0.056
9 C 2.051 -0.217 -1.227
10 C 3.498 -0.370 -1.559
11 C 1.009 -0.273 -2.312
12 C 1.382 -0.362 -3.646
13 C 0.413 -0.429 -4.636
14 C -0.924 -0.394 -4.282
15 C -1.242 -0.313 -2.939
16 N -0.311 -0.269 -1.988
17 H 1.286 1.087 6.344
18 H 1.087 1.851 4.763
19 H 2.705 1.499 5.384
20 H 0.593 -0.597 4.633
21 H 2.177 -0.975 5.263
22 H 3.167 -0.138 3.230
23 H 4.085 -0.282 -0.648
24 H 3.823 0.395 -2.265
25 H 3.697 -1.345 -2.008
26 H 2.429 -0.377 -3.908
27 H 0.706 -0.502 -5.675
28 H -1.712 -0.438 -5.020
29 H -2.268 -0.286 -2.590
30 Cl 3.703 -5.288 -0.562
31 C 2.198 -4.461 -0.346
32 C 1.745 -4.193 0.939
33 C 0.557 -3.508 1.107
34 C -0.184 -3.081 0.004
35 C -1.397 -2.269 0.157
36 C 0.276 -3.398 -1.276
37 C 1.463 -4.084 -1.460
38 H 2.327 -4.518 1.790
39 H 0.208 -3.279 2.106
40 H -1.920 -2.313 1.102
41 H -2.049 -2.232 -0.710
42 H -0.305 -3.102 -2.143
43 H 1.820 -4.334 -2.450
44 C -5.256 2.565 -0.494
45 N -3.866 2.968 -0.301
46 C -3.515 4.270 -0.169
47 C -2.231 4.640 0.020
48 C -1.269 3.586 0.084
49 N -1.596 2.316 -0.045
50 C -2.904 1.957 -0.243
51 O -3.254 0.789 -0.368
52 N 0.029 3.879 0.281
53 H -5.880 3.453 -0.448
54 H -5.548 1.865 0.285
55 H -5.374 2.078 -1.460
56 H -4.325 4.984 -0.226
57 H -1.954 5.677 0.125
58 H 0.322 4.823 0.456
59 H 0.688 3.130 0.406

Values from the calculation:
E   -2306.354302 hartree
Energy above the lowest of the compared OMol25 structures with the same formula, charge and spin   87.2 kJ/mol
HOMO level   -10.461 eV
Orbital gap   6.754 eV
Total charge   +1

=====

The molecule C4H8Si, computed with wB97M-V/def2-TZVPD.

Geometry (Å):
1 C -2.380 0.436 -0.248
2 C -1.452 -0.338 0.340
3 C 1.504 0.429 -0.591
4 C 1.685 0.043 0.828
5 Si 0.264 -0.870 -0.032
6 H -3.516 0.300 -0.057
7 H -2.185 1.255 -0.988
8 H -1.903 -1.077 1.003
9 H 1.336 1.405 -0.793
10 H 2.197 0.029 -1.389
11 H 2.576 -0.338 1.156
12 H 1.281 0.882 1.410
13 H 0.590 -2.155 -0.639

Values from the calculation:
E   -446.451635 hartree
Energy above the lowest of the compared OMol25 structures with the same formula, charge and spin   112.2 kJ/mol
HOMO level (alpha / beta)   -6.008 / -8.604 eV
Orbital gap (alpha / beta)   7.129 / 5.936 eV
Multiplicity   3

=====

A cluster of 2 separate species, C5H14NS in total, computed with wB97M-V/def2-TZVPD.

Geometry (Å):
1 C -2.535 -0.322 0.437
2 C -2.211 -1.748 0.967
3 S -0.411 -1.879 1.235
4 H -1.832 -0.026 -0.361
5 H -2.392 0.379 1.262
6 H -3.589 -0.251 0.083
7 H -2.507 -2.555 0.261
8 H -2.837 -1.979 1.862
9 C 1.156 0.150 -1.163
10 C 1.476 1.198 -0.107
11 C 2.065 0.601 1.181
12 N 0.413 0.828 -2.198
13 H 0.508 -0.635 -0.702
14 H 2.133 -0.290 -1.423
15 H 0.580 1.752 0.217
16 H 2.185 1.914 -0.573
17 H 2.818 -0.182 0.936
18 H 1.292 0.067 1.755
19 H 2.538 1.302 1.864
20 H 0.116 0.156 -2.895
21 H 1.033 1.520 -2.637

Values from the calculation:
E   -651.854790 hartree
Energy above the lowest of the compared OMol25 structures with the same formula, charge and spin   50.7 kJ/mol
HOMO level   -2.351 eV
Orbital gap   6.305 eV
Total charge   -1

=====

A cluster of 2 separate species, C3H5IN in total, computed with wB97M-V/def2-TZVPD.

Geometry (Å):
1 C -2.914 -1.087 -0.780
2 C -1.987 -0.840 0.015
3 C -1.009 -0.234 0.829
4 N -0.237 0.653 0.303
5 I 5.123 0.430 0.270
6 H -3.664 -1.479 -1.400
7 H -1.301 -0.481 1.833
8 H -0.229 0.866 -0.775
9 H 5.753 1.151 -1.140
10 H 0.464 1.020 0.846

Values from the calculation:
E   -469.376453 hartree
Energy above the lowest of the compared OMol25 structures with the same formula, charge and spin   57.5 kJ/mol
HOMO level   -12.479 eV
Orbital gap   6.141 eV
Total charge   +1